{"formula": "O4PS", "method": "ωB97M-V/def2-TZVPD", "symbols": ["O", "O", "O", "O", "P", "S"], "xyz": [[-1.74805, -1.31014, 0.58332], [0.12409, 1.75345, -1.36108], [1.90691, -0.02414, -1.14878], [-0.36543, 0.13591, 1.93510], [0.45995, 0.38311, -1.01122], [-0.37748, -0.93819, 1.00266]], "orbital_gap_ev": [7.94, 7.94], "total_charge": -1, "smiles": "O=P([O-])=S(=O)=O", "de_lowest_kcal_mol": 9.7, "homo_ev": [-4.71, -4.71]}

{"formula": "C42H58BiBrN9O4PSSeTe", "method": "ωB97M-V/def2-TZVPD", "symbols": ["Bi", "C", "N", "C", "C", "N", "N", "C", "N", "N", "H", "H", "H", "H", "H", "H", "H", "H", "H", "H", "H", "C", "O", "C", "C", "C", "Br", "C", "C", "C", "O", "C", "N", "C", "C", "C", "C", "C", "C", "N", "H", "H", "H", "H", "H", "H", "H", "H", "H", "H", "H", "N", "C", "O", "O", "Te", "C", "C", "C", "C", "S", "H", "H", "H", "Se", "C", "N", "C", "C", "C", "C", "C", "C", "P", "C", "C", "C", "C", "C", "C", "C", "C", "C", "C", "C", "C", "H", "H", "H", "H", "H", "H", "H", "H", "H", "H", "H", "H", "H", "H", "H", "H", "H", "H", "H", "H", "H", "H", "H", "H", "H", "H", "H", "H", "H", "H", "H", "H", "H"], "xyz": [[-0.46859, -0.49802, -0.66647], [-2.46933, -5.35261, 1.79086], [-1.46725, -4.56292, 1.08826], [-0.27203, -5.25187, 0.60618], [-1.59652, -3.23175, 0.88818], [-0.60631, -2.47080, 0.57409], [-2.89683, -2.76291, 0.97710], [-3.38608, -1.45471, 0.84630], [-4.74335, -1.45363, 0.69215], [-2.61778, -0.43074, 0.90491], [-3.26178, -5.70962, 1.12330], [-2.91097, -4.78481, 2.60893], [-1.97757, -6.22316, 2.22051], [-0.56281, -6.23282, 0.23473], [0.47336, -5.37986, 1.39537], [0.17394, -4.70675, -0.22389], [0.30505, -2.91489, 0.56535], [-3.59888, -3.47754, 0.88598], [-5.12561, -2.21450, 0.14637], [-5.13860, -0.55732, 0.46427], [-3.11926, 0.44395, 0.78358], [-1.83877, 3.38886, 0.06119], [-1.98894, 2.36577, -0.92014], [-2.20472, 2.80033, -2.19045], [-2.57828, 4.06979, -2.51436], [-2.77891, 4.42879, -3.87427], [-3.33752, 6.19663, -4.27051], [-2.58595, 3.53055, -4.86555], [-2.19104, 2.20923, -4.52830], [-2.00274, 1.79151, -3.19641], [-1.65787, 0.59982, -2.89429], [-1.87339, 1.24577, -5.53285], [-1.52811, -0.01368, -5.26689], [-1.22575, -0.69630, -6.44947], [-0.80048, -1.99341, -6.68037], [-0.58042, -2.34620, -8.00157], [-0.77867, -1.43347, -9.04504], [-1.19865, -0.13513, -8.80201], [-1.41234, 0.20969, -7.47848], [-1.82135, 1.40948, -6.87233], [-1.07795, 4.10472, -0.25821], [-1.50973, 2.89158, 0.96827], [-2.78438, 3.90813, 0.23882], [-2.71370, 4.82223, -1.75146], [-2.74913, 3.82619, -5.89626], [-1.52025, -0.28798, -4.27001], [-0.63372, -2.68917, -5.86607], [-0.24201, -3.34821, -8.22994], [-0.59559, -1.74685, -10.06437], [-1.34342, 0.57313, -9.60848], [-1.99128, 2.28182, -7.33944], [1.02764, 2.69472, -2.60883], [1.33924, 1.58634, -2.46286], [1.52421, -1.41146, -0.37735], [2.43311, -0.88020, -1.39847], [1.34920, -0.77362, -3.03512], [1.38110, -2.94370, -2.97893], [0.31725, -3.75133, -3.29182], [0.67556, -5.13372, -3.44867], [2.00735, -5.34125, -3.25212], [2.80384, -3.87008, -2.89890], [-0.69956, -3.38562, -3.37354], [-0.02853, -5.92426, -3.67910], [2.55109, -6.27564, -3.28617], [-4.39587, -3.55278, -2.18284], [-2.89592, -2.55622, -1.99936], [-1.90892, -1.95266, -1.87424], [0.65733, 4.66956, 5.15874], [-0.37139, 3.53529, 5.34235], [-0.43442, 2.62042, 4.10792], [0.96854, 2.45900, 3.49827], [1.39055, 3.81980, 2.89354], [0.81274, 5.01370, 3.68028], [1.01586, 1.11604, 2.25188], [2.72557, 1.12671, 1.55168], [2.92756, 2.18869, 0.45444], [4.14484, 1.83569, -0.41799], [5.23439, 1.11512, 0.40357], [5.21343, 1.61095, 1.84717], [3.91198, 1.16616, 2.54244], [1.04003, -0.45628, 3.25139], [-0.38272, -0.98874, 3.51880], [-0.31597, -2.25747, 4.36148], [0.21478, -1.94327, 5.77942], [1.02472, -0.63817, 5.80461], [1.89170, -0.49512, 4.55543], [1.63058, 4.36254, 5.55428], [0.35519, 5.54828, 5.72955], [-1.36113, 3.95635, 5.53627], [-0.10834, 2.93786, 6.21966], [-1.09612, 3.05239, 3.34783], [-0.87310, 1.66192, 4.38245], [1.65136, 2.20487, 4.31141], [1.06358, 3.88097, 1.85182], [2.47944, 3.88708, 2.87826], [-0.16494, 5.29552, 3.27569], [1.45961, 5.88244, 3.55154], [2.74470, 0.15721, 1.03826], [3.08685, 3.16431, 0.91608], [2.04204, 2.28491, -0.17024], [4.55144, 2.75359, -0.84909], [3.82314, 1.20493, -1.24606], [6.21667, 1.26624, -0.04765], [5.04809, 0.03466, 0.39478], [5.28025, 2.70405, 1.84494], [6.07552, 1.24790, 2.41063], [3.70716, 1.83545, 3.38125], [4.06065, 0.16963, 2.96269], [1.48852, -1.15045, 2.53080], [-0.88619, -1.16827, 2.57224], [-0.99157, -0.24834, 4.04596], [0.34465, -2.97401, 3.85772], [-1.30007, -2.72859, 4.42405], [0.84410, -2.76328, 6.13333], [-0.61942, -1.86852, 6.48017], [1.65560, -0.61267, 6.69458], [0.35168, 0.22347, 5.88160], [2.57895, -1.34742, 4.51065], [2.52310, 0.38204, 4.65061]], "orbital_gap_ev": 7.41, "de_lowest_kcal_mol": 0.0, "homo_ev": -7.45}

{"formula": "H19O9", "method": "ωB97M-V/def2-TZVPD", "symbols": ["O", "H", "H", "O", "H", "O", "H", "H", "O", "H", "H", "O", "H", "H", "O", "H", "H", "O", "H", "H", "O", "H", "H", "O", "H", "H", "H", "H"], "xyz": [[-2.03019, 0.03689, 0.41736], [-2.53219, -0.98875, 0.59983], [3.99636, -1.56390, 0.08002], [0.68310, 0.98063, 4.28561], [1.67263, 0.63895, 4.00019], [-0.26200, -1.20422, 2.08171], [2.37455, 3.20311, -1.04442], [-0.42821, -0.87887, 2.96770], [2.31244, 2.54894, -0.49398], [0.59804, -1.70475, 2.17938], [0.83214, 2.03347, 4.29244], [-0.33009, -1.16816, -1.21884], [1.14143, 2.21426, -3.77355], [-1.25411, -1.13979, -1.66856], [0.71815, 1.55605, -3.14595], [1.27945, 1.31941, -2.31975], [0.22836, -1.17161, -2.02620], [-1.37955, 0.52877, -1.92644], [-1.48348, -0.42003, -0.31665], [-0.70822, 0.52271, -2.69860], [-3.40503, -2.29963, 0.55591], [1.51992, 2.78535, -0.12409], [-2.06296, 1.25994, -1.87837], [3.39598, -0.97394, -0.06468], [-3.49550, -2.82620, -0.16056], [-4.09862, -2.54448, 1.22563], [-1.06361, -0.33737, 0.97754], [3.78123, -0.40677, -0.80268]], "orbital_gap_ev": 11.22, "total_charge": 1, "de_lowest_kcal_mol": 144.4, "homo_ev": -14.07}